Model w:
Here is a single C2H5N3S2 molecule from OMol25. Energies are from the ωB97M-V functional and the def2-TZVPD basis.

Geometry (Å):
1 C 1.6050 -1.5202 -0.0511
2 C -0.6737 0.6180 -0.1371
3 N 1.5301 -0.1326 -0.4525
4 N 0.5742 0.7561 -0.4135
5 N -1.5089 1.6201 0.1500
6 S 1.3524 2.2775 -0.1307
7 S 0.1191 -2.5599 0.2668
8 H 2.1775 -2.0172 -0.7999
9 H 2.0762 -1.5897 0.8594
10 H -1.1146 -0.3334 -0.4287
11 H -2.4896 1.4567 -0.1744
12 H -1.2817 2.5954 0.3982

Frontier orbital gap (spin up / spin down), eV: 5.110 / 5.176
Spin multiplicity: 1
LUMO energy (spin up / spin down), eV: -2.848 / -2.783

Model x:
Here is a single C2H5N3S2 molecule from OMol25. Energies are from the ωB97M-V functional and the def2-TZVPD basis.

Geometry (Å):
1 C -1.1014 0.2894 0.0320
2 C 2.2803 -0.3827 0.4461
3 H -3.1340 0.8749 -0.1295
4 H -2.8207 -0.8550 -0.1414
5 H -0.8307 2.1859 -0.0023
6 H 1.5342 -1.1360 -1.3295
7 H 1.9730 -0.3051 1.4942
8 N -2.4531 0.0826 -0.0231
9 N -0.3256 1.2983 -0.0256
10 N 1.3518 -0.9078 -0.3492
11 S -0.2404 -1.2941 0.0961
12 S 3.7666 0.1496 -0.0677

Frontier orbital gap, eV: 8.717
SMILES string: [H]/N=C(\N)SNC=S
Spin multiplicity: 1
LUMO energy, eV: 0.359

Stability summary: most stable model x, least stable model w.

Model w:
Here is a single C2H5N3S2 molecule from OMol25. Energies are from the ωB97M-V functional and the def2-TZVPD basis.

Geometry (Å):
1 C -1.5296 0.9910 -0.4966
2 C -0.2064 0.1515 -0.7024
3 N -0.0692 -1.1022 -0.0627
4 N -2.5701 0.3740 -0.1405
5 N 0.7855 -1.0954 1.0731
6 S -4.1032 0.4866 0.1403
7 S -1.3951 -2.0166 -0.1210
8 H -1.4190 2.1203 -0.6406
9 H -0.1259 0.0965 -1.7497
10 H 0.6135 0.7931 -0.2214
11 H 1.6878 -1.3000 0.7505
12 H 0.5255 -1.7339 1.8079

Frontier orbital gap (spin up / spin down), eV: 7.516 / 6.604
Spin multiplicity: 1
LUMO energy (spin up / spin down), eV: -0.625 / -1.119

Model x:
Here is a single C2H5N3S2 molecule from OMol25. Energies are from the ωB97M-V functional and the def2-TZVPD basis.

Geometry (Å):
1 C 0.7015 -0.5731 -0.2423
2 C -0.8530 1.2005 0.0230
3 H 0.4926 -2.4498 -0.8935
4 H -1.0828 -1.5892 -0.8002
5 H 1.4546 1.9599 1.9521
6 H -1.2855 1.8193 0.8814
7 H -0.8803 -0.0564 -1.4447
8 N -0.1541 -1.4443 -0.9871
9 N 0.1621 0.5363 0.5120
10 N -1.4646 0.7112 -1.1180
11 S 2.3128 -0.8582 -0.0529
12 S 0.5967 0.7439 2.1700

Frontier orbital gap, eV: 8.582
SMILES string: [H]/N=C\N(S)C(N)=S
Spin multiplicity: 1
LUMO energy, eV: -0.493

Stability summary: most stable model x, least stable model w.